# 1
15
Properties=species:S:1:pos:R:3:forces:R:3 method="wB97M-V/def2-TZVPD" multiplicity=3 lumo_energy_ev="0.9038 / -1.7023" homo_ev="-6.1 / -9.5"
Br -4.09145 -0.67298 0.10542 -1.1 -3.5 1.4
N -2.21161 2.79456 0.34082 4.6 0.9 -1.3
N -3.02290 1.88374 0.21928 -2.4 -3.7 1.1
N -1.75876 -0.32905 -2.19573 2.7 0.3 2.2
C -3.60644 0.96387 -0.29054 0.2 3.1 -2.7
C 0.72599 -1.35359 0.10537 2.3 5.1 1.7
C 0.11795 -0.01130 -0.36826 -0.2 -2.3 -1.8
C 1.57241 -0.38909 -0.75499 -3.0 0.6 3.4
C -0.89756 -0.19026 -1.40030 -2.3 0.1 -1.9
H 2.21390 0.34812 -0.41308 1.4 0.8 1.7
H 0.49339 -2.19364 -0.41316 -0.9 -2.6 -0.7
H 0.94720 -1.21240 1.19348 -0.3 -1.3 -1.1
H -0.16368 0.65280 0.43210 0.4 0.5 -0.2
H -2.60933 3.55884 0.73821 -1.5 3.1 1.6
H 1.90834 -0.59653 -1.67969 0.0 -1.2 -3.4

---

# 2
15
Properties=species:S:1:pos:R:3:forces:R:3 method="wB97M-V/def2-TZVPD" smiles=c1cc([C@H]2CO2)no1.Br e_above_lowest_kj_mol=172.6 lumo_energy_ev=0.8130 homo_ev=-10.2
Br -4.37084 -0.75730 -0.50212 0.5 0.2 0.2
O -1.22463 1.92327 0.54718 -0.9 0.2 0.3
O 2.19746 -1.04026 0.00200 0.9 1.1 0.1
N -1.03939 0.61060 0.87350 0.8 -1.5 -0.1
C 0.70055 1.37910 -0.36430 0.4 -1.4 0.1
C 0.10929 0.21460 0.33215 -0.1 4.3 -0.2
C 0.92718 -0.94831 0.65056 -0.4 0.3 -0.1
C 1.21963 -1.96599 -0.28235 -1.3 0.3 -4.9
C -0.20874 2.39217 -0.14475 2.3 -3.1 -0.9
H 1.06781 -1.23206 1.64369 -0.5 -0.1 1.8
H 1.70715 1.23636 -0.88586 -1.8 0.9 0.8
H -3.13064 -0.26157 0.06002 -0.4 -0.2 -0.1
H 0.86567 -1.98479 -1.37524 0.1 0.6 1.6
H 1.37426 -2.92367 -0.02869 0.7 -3.3 1.5
H -0.19476 3.35785 -0.52579 -0.4 1.6 -0.2

---

# 3
14
Properties=species:S:1:pos:R:3:forces:R:3 method="wB97M-V/def2-TZVPD" smiles=Cc1nsc(C)c1Br e_above_lowest_kj_mol=116.9 lumo_energy_ev=0.2202 homo_ev=-8.8
Br -2.34296 -0.36327 0.12915 -0.8 0.3 -0.1
S 2.02641 -0.41937 -0.15235 -2.3 0.5 0.0
N 1.48110 1.16043 -0.12124 0.0 -1.6 0.0
C -0.58490 0.06072 -0.15878 3.6 -7.6 0.4
C 0.46980 -1.14640 -0.12678 -1.5 4.5 -0.4
C 0.13662 1.16581 -0.07835 1.7 4.2 -0.1
C -0.40479 2.54004 0.18191 1.2 1.6 -2.8
C 0.22635 -2.57525 -0.13029 0.5 -3.2 -0.1
H -0.73196 -2.86447 0.31820 -0.1 0.4 -0.3
H -0.97619 2.49435 1.03046 -1.8 0.0 2.1
H 0.95867 -3.19558 0.50724 -0.7 1.2 -1.0
H 0.50681 3.13655 0.45447 -1.1 -0.1 -0.6
H 0.26377 -3.04597 -1.17788 -0.1 0.8 1.4
H -1.02874 3.05241 -0.67576 1.3 -1.2 1.6

---

# 4
19
Properties=species:S:1:pos:R:3:forces:R:3 method="wB97M-V/def2-TZVPD" total_charge=+4 multiplicity=4 e_above_lowest_kj_mol=196.6 lumo_energy_ev="-17.6966 / -17.6941" homo_ev="-23.8 / -23.8"
Er 0.16616 0.00398 -0.32019 0.8 -0.1 1.9
La 4.89333 -0.62463 -1.87269 5.9 -2.6 6.2
Cl 0.42538 -2.37537 -0.40621 0.3 1.1 -0.1
Cl 4.81265 1.75929 -1.05276 -0.5 -0.8 -0.4
O 4.59621 1.22140 -4.73736 1.3 -4.5 4.3
O 1.69704 -0.32740 -3.28680 6.3 -1.3 3.2
O -0.92516 0.46884 1.47033 1.6 0.4 -0.7
O -2.70403 -0.73394 -2.02922 5.4 2.0 2.8
C -2.59364 0.15107 3.21655 -0.1 -0.2 -0.2
C -1.72572 -0.37919 -1.50787 -7.5 -2.5 -4.1
C 2.74878 -0.52761 -2.78607 -10.6 1.5 -5.1
C -2.29636 -0.03945 1.74072 -1.1 -0.1 0.6
C 4.80818 0.42509 -3.91282 -1.4 7.0 -8.8
H -2.57769 1.20430 3.51359 0.0 0.0 -0.2
H -0.58287 0.98008 2.23001 -0.4 -0.1 0.1
H -3.60656 -0.21454 3.40344 0.1 0.0 0.1
H -1.90465 -0.41992 3.84997 -0.1 0.0 -0.2
H -2.95193 0.50760 1.06336 -0.1 0.2 0.3
H -2.27912 -1.07961 1.42402 0.1 -0.3 0.2

---

# 5
20
Properties=species:S:1:pos:R:3:forces:R:3 method="wB97M-V/def2-TZVPD" total_charge=+4 multiplicity=9 e_above_lowest_kj_mol=28.4 lumo_energy_ev="-17.1090 / -20.9020" homo_ev="-24.9 / -24.9"
Gd -0.93113 -0.16663 -3.75009 -3.7 -0.7 1.4
Ti 0.51869 0.15184 -0.63236 -2.8 -4.4 1.3
Cl -0.55210 1.75628 -1.94483 0.1 -0.1 -0.2
Cl 0.14159 -1.86393 -2.05695 -0.1 0.9 -0.1
S -1.27037 -0.11338 2.00359 -0.5 -0.3 1.9
O 2.50297 2.20695 0.56253 -4.0 -5.4 -3.4
O 1.44803 1.37284 -5.69954 -4.3 -2.2 2.7
O 1.33992 -2.36229 -5.21996 -3.9 3.3 0.8
O -0.05844 -0.49062 1.01304 1.2 1.5 -2.7
C 0.48843 -1.62498 -4.97248 5.1 -5.0 -2.1
C 0.56389 0.90421 -5.12035 6.3 4.1 -4.3
C -0.57302 1.20443 3.01084 0.4 0.2 -0.5
C -1.05661 -1.48694 3.15145 0.0 -0.2 -0.6
C 1.85229 1.37007 0.04349 7.1 8.4 4.9
H -1.22523 1.32697 3.88893 0.1 -0.1 -0.2
H -0.57255 2.13333 2.42321 -0.1 -0.2 0.2
H -1.33797 -2.38852 2.60540 -0.2 0.0 0.2
H -1.73056 -1.29532 3.98378 0.0 -0.1 0.2
H 0.00435 -1.53689 3.42013 -0.2 0.2 0.2
H 0.44782 0.90261 3.29018 -0.4 0.1 0.1

---

# 6
19
Properties=species:S:1:pos:R:3:forces:R:3 method="wB97M-V/def2-TZVPD" total_charge=+4 multiplicity=5 lumo_energy_ev="-16.9222 / -21.0565" homo_ev="-23.6 / -24.8"
Tl -1.25672 0.77227 -3.23792 -1.8 0.2 1.4
Ir 0.39269 0.28645 -5.71053 1.5 1.5 1.9
Cl -0.41649 2.68290 -5.37347 0.1 0.0 1.5
Cl 1.38117 -0.08704 -3.68059 0.7 -0.3 -0.5
S -0.14974 2.13400 0.93087 0.1 1.7 0.9
O 0.94128 -1.96850 -7.62405 -0.4 3.5 4.7
O -0.75428 -1.50301 0.66776 4.0 3.3 -7.4
O -0.62898 1.95703 -8.03916 3.3 -5.6 4.6
C -0.19414 3.85671 1.49077 -0.7 0.7 -0.9
C -0.17096 1.18141 -7.25651 -4.2 6.2 -8.1
C 1.37271 1.88242 1.76337 1.1 -0.9 -0.7
C 0.81303 -1.21726 -6.74647 0.8 -6.0 -5.9
C -0.24150 -1.05683 -0.33109 -4.1 -3.3 7.2
H -0.40855 3.82230 2.58019 0.1 0.2 -0.5
H 1.17244 1.50687 2.78577 0.3 0.2 -0.3
H 0.79127 4.29940 1.26659 -0.3 -0.3 0.4
H 1.91822 1.14670 1.16164 0.0 -0.3 0.6
H -0.89855 4.46716 0.91048 -0.3 -0.4 0.5
H 1.93508 2.82582 1.68375 -0.2 -0.5 0.7

---

# 7
19
Properties=species:S:1:pos:R:3:forces:R:3 method="wB97M-V/def2-TZVPD" e_above_lowest_kj_mol=93.3 lumo_energy_ev=-0.8999 homo_ev=-7.9
Cl 3.71518 0.97110 0.75313 0.0 -0.2 -0.1
Cl 3.02442 -1.73179 -0.63654 0.3 -1.2 -0.3
O -3.16848 0.97244 0.61803 -0.7 -0.4 0.3
O -3.58947 -1.18531 0.78500 1.0 1.9 -0.3
N -1.22760 0.60436 -0.85360 0.6 -0.4 -0.3
N 1.35169 0.15596 -0.31474 -0.6 2.8 0.3
N 1.74186 2.37166 0.10226 -3.4 3.8 -0.2
N -2.86171 -0.20459 0.48204 -3.9 -1.5 1.8
C 0.35027 -2.01432 -0.15251 2.5 0.1 -0.7
C -1.63838 -0.44374 -0.07415 3.5 -0.5 -1.7
C 2.09088 1.12772 0.03193 2.1 -3.3 1.8
C 1.42124 -1.16962 -0.31858 -0.1 -1.9 -0.4
C -0.93885 -1.60056 0.18068 -3.2 0.7 1.1
H -1.83041 1.40849 -1.01007 0.4 -0.6 0.4
H 0.72364 2.43080 -0.12528 1.1 0.5 0.3
H -1.50901 -2.31922 0.79253 0.2 0.5 -0.4
H -0.20350 0.63123 -0.85058 -0.3 0.5 -0.5
H 2.05510 3.10446 0.78957 0.1 -1.7 -1.2
H 0.49316 -3.10906 -0.19911 0.3 0.9 0.2

---

# 8
14
Properties=species:S:1:pos:R:3:forces:R:3 method="wB97M-V/def2-TZVPD" smiles="O[C@@H]1C=CC(Cl)(Cl)C1" e_above_lowest_kj_mol=31.5 lumo_energy_ev=0.5326 homo_ev=-10.1
Cl 0.65380 1.65808 0.30317 0.0 -0.1 0.1
Cl 2.16736 -0.70182 -0.30361 0.4 -0.4 -0.5
O -2.67976 0.53967 -0.39607 -1.0 -0.8 -0.2
C -0.05271 -0.77238 1.17546 -2.7 -1.6 0.4
C -0.49345 -0.31794 -1.12471 -0.3 -1.1 -0.9
C -1.38418 -1.06671 0.97594 2.4 1.5 1.1
C 0.52636 -0.16145 -0.04204 0.4 1.1 1.0
C -1.84665 -0.59375 -0.36880 -0.2 -0.6 -1.4
H -0.46092 0.50399 -1.81793 -0.6 0.8 0.2
H 0.50228 -1.03249 2.09125 -0.2 0.5 -0.7
H -2.52047 -1.36290 -0.82624 1.0 0.4 0.0
H -0.21829 -1.09356 -1.83752 0.0 -0.8 0.5
H -2.04946 -1.35025 1.79309 0.1 -0.3 -0.5
H -2.27091 1.23493 0.07817 0.7 1.3 0.8

---

# 9
20
Properties=species:S:1:pos:R:3:forces:R:3 method="wB97M-V/def2-TZVPD" total_charge=+4 multiplicity=6 e_above_lowest_kj_mol=54.7 lumo_energy_ev="-16.8911 / -20.7401" homo_ev="-22.8 / -26.2"
Yb 0.12816 0.56324 0.18549 0.3 -0.1 -1.0
Rh 3.04980 0.54189 -0.41262 -2.6 -5.0 3.6
Cl 2.21146 0.57290 1.83112 -1.6 0.2 0.4
Cl 1.52716 -1.35405 -0.86907 -1.3 0.5 0.3
S -0.93216 -0.59725 2.58302 -4.2 0.8 1.5
O 4.20850 0.50049 -3.18058 -2.3 0.1 5.1
O -2.23591 -0.76817 -2.42873 2.9 1.4 3.3
O -1.37293 0.68576 1.82289 1.7 -1.2 0.1
O 4.41896 3.11391 0.27918 -2.1 -5.1 -1.7
C -1.95241 -1.86679 1.81772 0.5 -0.9 -0.9
C 3.97064 2.08822 -0.04152 5.6 11.0 3.2
C -1.72059 -0.48214 4.18157 1.5 0.0 1.6
C 3.71514 0.49985 -2.12887 4.8 -0.5 -11.5
C -1.53294 -0.39499 -1.60378 -2.9 -1.2 -3.3
H -1.50810 -2.15477 0.86383 0.0 -0.3 -0.1
H -1.44388 -1.40791 4.70831 0.1 0.0 0.0
H -2.94936 -1.44122 1.67228 0.0 0.3 0.2
H -2.80528 -0.39029 4.11539 -0.3 0.0 -0.8
H -1.30782 0.37373 4.72837 0.1 0.0 0.0
H -1.97006 -2.73113 2.48048 0.2 -0.2 0.2

---

# 10
17
Properties=species:S:1:pos:R:3:forces:R:3 method="wB97M-V/def2-TZVPD" smiles="Cl[Si]1(Cl)C=C[C@@H]2[C@H]1C[Si]2(Cl)Cl" e_above_lowest_kj_mol=0.0 lumo_energy_ev=0.4510 homo_ev=-8.8
Cl 3.45751 1.10850 -0.72333 0.8 0.5 -0.4
Cl -1.88669 -2.20763 -0.38819 -0.5 -0.4 0.0
Cl 3.20994 -2.00531 0.35671 0.9 -1.3 0.6
Cl -3.63695 0.53663 -1.04101 -0.4 0.2 -0.7
Si 2.25392 -0.43726 -0.31611 -5.2 1.8 0.4
Si -1.92429 -0.16458 -0.26423 1.5 0.8 2.9
C 0.71060 -0.64944 -1.50656 0.8 -0.4 -1.1
C 0.58575 0.65876 0.65303 -0.1 -2.3 -1.0
C -1.75782 0.40382 1.58947 2.2 -1.1 0.1
C -0.37901 0.52319 1.81509 -2.0 0.2 -0.6
C -0.15966 0.41768 -0.70282 0.4 -1.6 -0.8
H 1.00632 1.62214 0.66347 0.6 1.4 0.2
H -2.47097 0.33287 2.47097 1.0 0.2 -1.3
H 0.02476 0.70351 2.81275 -0.1 -0.1 -0.1
H 0.24348 -1.68458 -1.42785 0.9 1.2 -0.2
H 0.91032 -0.42498 -2.65182 -0.6 -0.3 2.4
H -0.18723 1.26665 -1.33957 -0.1 1.2 -0.3

---

# 11
14
Properties=species:S:1:pos:R:3:forces:R:3 method="wB97M-V/def2-TZVPD" smiles="C[C@@H]1O[C@H]1/C(F)=C/Cl" e_above_lowest_kj_mol=307.3 lumo_energy_ev=0.7382 homo_ev=-9.7
Cl 2.63733 -0.57704 0.16233 2.4 -0.6 0.5
F 1.17990 1.55040 -0.28946 -2.1 -0.9 -0.7
O -1.61553 0.75938 1.08986 -0.2 -2.2 -3.1
C 0.40002 0.38723 -0.45296 -1.3 3.1 1.7
C 1.03534 -0.69857 -0.21806 1.7 0.3 -0.2
C -2.00780 -0.52422 0.31740 2.6 4.6 -0.5
C -3.28251 -0.66135 -0.42722 0.1 -1.7 -0.3
C -1.08420 0.48138 -0.30822 0.0 0.8 1.6
H -4.13315 -0.43130 0.25694 0.3 -0.9 -0.7
H -1.49180 -1.34782 0.72694 0.0 -0.9 0.7
H -2.98033 -1.85354 -0.60153 -2.4 2.8 -0.5
H -1.55782 1.10933 -1.03432 -0.3 0.4 -0.3
H 0.65922 -1.62951 -0.30852 -1.4 -2.8 -0.1
H -3.39056 0.02714 -1.37847 0.4 -1.8 1.9

---

# 12
17
Properties=species:S:1:pos:R:3:forces:R:3 method="wB97M-V/def2-TZVPD" total_charge=+2 e_above_lowest_kj_mol=262.3 lumo_energy_ev=-10.8152 homo_ev=-19.1
Cl -1.80687 1.84349 -0.51500 -0.2 0.0 -1.0
N 2.78888 1.29376 -0.17723 -2.8 -0.6 0.9
N -0.95608 -1.92164 -0.35248 1.5 -0.4 -1.7
N 0.75328 1.25677 0.96620 2.5 -0.1 0.1
N -2.44095 -0.47068 0.45896 -1.8 -0.9 1.5
N 1.18165 -0.09604 -0.95549 -6.3 -2.7 1.5
C -0.51771 -0.72213 -0.62186 6.1 1.2 -0.4
C 1.57060 0.82034 -0.03613 0.2 -0.5 -2.0
C -1.35902 0.22242 0.04112 0.7 3.4 0.8
C -2.22335 -1.69233 0.26098 -2.7 -2.7 1.2
C -0.42998 0.95164 1.17908 -0.6 -0.4 0.7
H -0.80603 1.33572 2.16211 -0.9 -0.7 -1.1
H -2.97091 -2.53854 0.57373 1.8 1.5 -0.9
H -0.50082 -2.84080 -0.63615 -0.7 1.3 0.6
H 1.48866 -0.43569 -1.85526 0.7 0.3 0.0
H 2.94203 2.02320 0.48775 1.3 0.8 0.1
H 3.28661 0.97051 -0.98033 1.2 0.5 -0.1

---

Sequential M output: 188.0 192.0 192.1 507.2 438.2 613.7 225.0 153.0 509.0 264.1 136.6 171.6 g/mol